1.
{
  "formula": "C2H3N3O",
  "method": "ωB97M-V/def2-TZVPD",
  "homo_lumo_gap_ha": 0.383,
  "lumo_energy_ev": 0.6,
  "de_lowest_ev": 1.7056,
  "smiles": "Oc1ncn[nH]1",
  "homo_energy_ev": -9.86,
  "e_tot_ha": -317.4696,
  "elements": ["O", "N", "N", "N", "C", "C", "H", "H", "H"],
  "coordinates": [[0.42, -1.73, 0.79], [0.97, 0.34, 0.04], [-0.97, 1.24, -0.78], [-1.14, -0.35, -0.28], [0.07, -0.61, 0.17], [0.30, 1.39, -0.46], [-1.85, -1.08, -0.03], [0.86, 2.34, -0.48], [1.34, -1.51, 1.02]],
  "nbo_charge": [-0.65, -0.62, -0.24, -0.50, 0.66, 0.17, 0.43, 0.22, 0.51]
}

=====

2.
{
  "formula": "C2H3N3O",
  "method": "ωB97M-V/def2-TZVPD",
  "homo_lumo_gap_ha": 0.388,
  "lumo_energy_ev": 0.5,
  "de_lowest_ev": 2.7528,
  "smiles": "O=c1nc[nH][nH]1",
  "homo_energy_ev": -10.05,
  "e_tot_ha": -317.4312,
  "elements": ["O", "N", "N", "N", "C", "C", "H", "H", "H"],
  "coordinates": [[-0.89, -1.37, 1.21], [0.43, 0.44, -1.34], [0.59, 0.60, 0.91], [-0.84, -0.09, -0.76], [1.12, 0.84, -0.18], [-0.40, -0.40, 0.54], [0.07, 1.13, -2.11], [-0.62, -1.12, -1.32], [2.04, 1.60, -0.14]],
  "nbo_charge": [-0.57, -0.51, -0.48, -0.46, 0.27, 0.70, 0.42, 0.41, 0.22]
}

=====

3.
{
  "formula": "C2H3N3O",
  "method": "ωB97M-V/def2-TZVPD",
  "homo_lumo_gap_ha": 0.391,
  "lumo_energy_ev": 0.9,
  "de_lowest_ev": 1.3723,
  "homo_energy_ev": -9.71,
  "e_tot_ha": -317.4819,
  "elements": ["O", "N", "N", "N", "C", "C", "H", "H", "H"],
  "coordinates": [[-0.16, 1.58, -1.00], [0.29, -0.77, 1.55], [0.20, -0.57, -0.80], [-0.18, 1.30, 0.38], [0.00, 0.40, -1.57], [0.02, -0.01, 0.42], [0.06, -1.77, 1.23], [-0.25, -0.50, 2.41], [0.02, 0.34, -2.62]],
  "nbo_charge": [-0.28, -0.80, -0.52, -0.21, 0.38, 0.44, 0.40, 0.40, 0.19]
}

=====

4.
{
  "formula": "C2H3N3O",
  "method": "ωB97M-V/def2-TZVPD",
  "homo_lumo_gap_ha": 0.373,
  "lumo_energy_ev": 0.0,
  "de_lowest_ev": 3.2459,
  "homo_energy_ev": -10.18,
  "e_tot_ha": -317.4130,
  "elements": ["O", "N", "N", "N", "C", "C", "H", "H", "H"],
  "coordinates": [[1.84, -0.25, 0.70], [-1.32, -0.74, -0.50], [-0.32, -1.15, 0.25], [0.12, 0.99, -0.44], [0.56, -0.12, 0.32], [-1.06, 0.52, -0.88], [1.94, -1.15, 1.06], [0.00, 0.83, 0.91], [-1.75, 1.12, -1.45]],
  "nbo_charge": [-0.64, -0.21, -0.27, -0.41, 0.36, 0.09, 0.50, 0.37, 0.21]
}

=====

5.
{
  "formula": "C2H3N3O",
  "method": "ωB97M-V/def2-TZVPD",
  "homo_lumo_gap_ha": 0.364,
  "lumo_energy_ev": 0.1,
  "de_lowest_ev": 5.0030,
  "homo_energy_ev": -9.79,
  "e_tot_ha": -317.3485,
  "elements": ["O", "N", "N", "N", "C", "C", "H", "H", "H"],
  "coordinates": [[2.23, 0.25, -0.28], [-0.91, -1.25, 0.10], [0.30, -1.23, 0.05], [-1.61, -0.18, 0.15], [0.91, 0.34, -0.06], [-0.07, 1.15, 0.07], [2.42, -0.71, -0.30], [-0.66, 2.04, 0.24], [-2.62, -0.42, 0.03]],
  "nbo_charge": [-0.64, 0.07, -0.25, -0.47, 0.29, -0.16, 0.51, 0.25, 0.40]
}

=====

6.
{
  "formula": "C2H3N3O",
  "method": "ωB97M-V/def2-TZVPD",
  "homo_lumo_gap_ha": 0.356,
  "lumo_energy_ev": 0.7,
  "de_lowest_ev": 1.2943,
  "smiles": "Oc1ncn[nH]1",
  "homo_energy_ev": -8.99,
  "e_tot_ha": -317.4848,
  "elements": ["O", "N", "N", "N", "C", "C", "H", "H", "H"],
  "coordinates": [[-0.18, -0.86, 1.73], [0.16, -0.12, -1.62], [-0.04, -0.95, -0.57], [0.12, 1.04, 0.39], [0.23, 1.18, -0.93], [-0.05, -0.25, 0.56], [-0.30, -1.94, -0.60], [0.21, -0.24, 2.36], [-0.13, 2.15, -1.31]],
  "nbo_charge": [-0.65, -0.30, -0.37, -0.54, 0.12, 0.60, 0.43, 0.50, 0.22]
}

=====

7.
{
  "formula": "C2H3N3O",
  "method": "ωB97M-V/def2-TZVPD",
  "homo_lumo_gap_ha": 0.340,
  "lumo_energy_ev": 0.2,
  "de_lowest_ev": 2.1891,
  "homo_energy_ev": -9.02,
  "e_tot_ha": -317.4519,
  "elements": ["O", "N", "N", "N", "C", "C", "H", "H", "H"],
  "coordinates": [[-0.77, 1.72, -0.31], [0.08, -2.38, 1.54], [0.85, 0.36, -1.11], [-0.29, -1.35, 1.20], [-0.16, 0.65, -0.27], [-0.69, -0.19, 0.79], [1.35, -0.51, -1.14], [1.06, 1.08, -1.78], [-1.43, 0.62, 1.06]],
  "nbo_charge": [-0.64, 0.01, -0.81, 0.08, 0.63, -0.39, 0.40, 0.41, 0.31]
}

=====

8.
{
  "formula": "C2H3N3O",
  "method": "ωB97M-V/def2-TZVPD",
  "homo_lumo_gap_ha": 0.365,
  "lumo_energy_ev": 0.3,
  "de_lowest_ev": 3.3875,
  "smiles": "On1cnnc1",
  "homo_energy_ev": -9.61,
  "e_tot_ha": -317.4078,
  "elements": ["O", "N", "N", "N", "C", "C", "H", "H", "H"],
  "coordinates": [[-1.27, 0.20, -0.38], [2.24, 0.63, -0.07], [0.13, -0.01, -0.24], [2.18, -0.67, -0.09], [1.00, 1.11, -0.10], [0.93, -1.09, -0.10], [0.83, 2.17, -0.02], [-1.80, -0.57, -0.20], [0.44, -2.01, -0.06]],
  "nbo_charge": [-0.51, -0.25, -0.06, -0.28, 0.09, 0.11, 0.22, 0.49, 0.20]
}

=====

9.
{
  "formula": "C2H3N3O2",
  "method": "ωB97M-V/def2-TZVPD",
  "homo_lumo_gap_ha": 0.408,
  "lumo_energy_ev": 0.0,
  "de_lowest_ev": 4.9383,
  "smiles": "OCc1nnon1",
  "homo_energy_ev": -11.09,
  "e_tot_ha": -392.6121,
  "elements": ["O", "O", "N", "N", "N", "C", "C", "H", "H", "H"],
  "coordinates": [[-0.91, -0.89, -2.27], [1.14, 0.70, 1.56], [0.25, 1.61, 1.06], [-0.54, 1.10, 0.28], [0.98, -0.50, 0.74], [-0.61, -1.22, -0.85], [0.00, -0.19, -0.04], [-1.34, -1.86, -2.67], [-0.01, -2.07, -0.72], [-1.48, -1.61, -0.20]],
  "nbo_charge": [-0.69, -0.17, 0.16, -0.20, -0.09, -0.13, 0.24, 0.48, 0.20, 0.20]
}

=====

10.
{
  "formula": "C2H3N3O2",
  "method": "ωB97M-V/def2-TZVPD",
  "homo_lumo_gap_ha": 0.383,
  "lumo_energy_ev": 0.5,
  "de_lowest_ev": 1.1799,
  "smiles": "Nc1noc(=O)[nH]1",
  "homo_energy_ev": -9.90,
  "e_tot_ha": -392.7502,
  "elements": ["O", "O", "N", "N", "N", "C", "C", "H", "H", "H"],
  "coordinates": [[1.38, -1.23, 0.28], [2.85, 0.45, -0.24], [-1.82, 0.18, -0.04], [0.53, 0.74, -0.04], [-0.01, -1.37, 0.26], [1.73, 0.06, -0.02], [-0.48, -0.19, 0.06], [0.42, 1.72, -0.19], [-2.25, -0.24, -0.86], [-2.35, -0.11, 0.78]],
  "nbo_charge": [-0.34, -0.58, -0.85, -0.63, -0.16, 0.85, 0.48, 0.44, 0.40, 0.40]
}

=====

11.
{
  "formula": "C2H3N3O2",
  "method": "ωB97M-V/def2-TZVPD",
  "homo_lumo_gap_ha": 0.374,
  "lumo_energy_ev": 0.6,
  "de_lowest_ev": 3.0314,
  "smiles": "Oc1ncnn1O",
  "homo_energy_ev": -9.54,
  "e_tot_ha": -392.6821,
  "elements": ["O", "O", "N", "N", "N", "C", "C", "H", "H", "H"],
  "coordinates": [[-1.33, 1.48, -0.01], [-1.37, -1.46, 0.00], [-0.30, -0.59, -0.07], [1.03, 1.11, 0.01], [0.96, -1.11, -0.07], [1.72, -0.04, 0.05], [-0.23, 0.73, -0.01], [-0.94, 2.36, 0.13], [-0.95, -2.37, 0.42], [2.76, -0.19, 0.05]],
  "nbo_charge": [-0.63, -0.50, 0.06, -0.55, -0.33, 0.16, 0.59, 0.50, 0.50, 0.20]
}

=====

12.
{
  "formula": "C2H3N3O2",
  "method": "ωB97M-V/def2-TZVPD",
  "s_squared": 2.013,
  "homo_lumo_gap_ha": [0.306, 0.319],
  "lumo_energy_ev": [-0.3, -2.7],
  "de_lowest_ev": 3.4417,
  "homo_energy_ev": [-8.62, -11.35],
  "e_tot_ha": -392.4784,
  "spin_multiplicity": 3,
  "elements": ["O", "O", "N", "N", "N", "C", "C", "H", "H", "H"],
  "coordinates": [[-2.69, -1.00, -0.14], [-0.89, -2.10, 0.42], [-2.34, 2.21, 0.14], [-1.48, -1.05, 0.08], [0.39, 0.07, 0.77], [-1.66, 1.28, 0.11], [-0.79, 0.18, 0.24], [1.15, 0.70, 0.59], [0.57, -1.04, 0.83], [-0.82, -0.11, -1.85]],
  "nbo_charge": [-0.34, -0.46, -0.21, 0.44, -0.70, 0.20, 0.19, 0.42, 0.46, 0.00]
}

=====

13.
{
  "formula": "C2H3N3O3",
  "method": "ωB97M-V/def2-TZVPD",
  "homo_lumo_gap_ha": 0.348,
  "lumo_energy_ev": 0.1,
  "de_lowest_ev": 3.9330,
  "smiles": "[H]/N=c1/nc(O)n(O)o1",
  "homo_energy_ev": -9.42,
  "e_tot_ha": -467.8198,
  "elements": ["O", "O", "O", "N", "N", "N", "C", "C", "H", "H", "H"],
  "coordinates": [[-0.80, 0.96, 0.12], [1.98, -1.21, 0.06], [1.28, 1.52, -0.37], [-0.37, -1.20, -0.23], [0.58, 0.80, 0.42], [-2.60, -0.34, 0.08], [0.71, -0.68, 0.07], [-1.36, -0.18, -0.17], [-2.98, 0.61, -0.16], [2.19, 1.85, 0.24], [1.67, -2.28, 0.08]],
  "nbo_charge": [-0.36, -0.64, -0.52, -0.53, 0.09, -0.67, 0.65, 0.63, 0.35, 0.49, 0.52]
}

=====

14.
{
  "formula": "C2H3N3OS",
  "method": "ωB97M-V/def2-TZVPD",
  "homo_lumo_gap_ha": [0.287, 0.325],
  "lumo_energy_ev": [-1.4, -0.8],
  "de_lowest_ev": 4.2482,
  "homo_energy_ev": [-9.25, -9.61],
  "e_tot_ha": -715.5401,
  "elements": ["S", "O", "N", "N", "N", "C", "C", "H", "H", "H"],
  "coordinates": [[3.21, -0.15, 0.13], [2.12, 0.72, -0.58], [-0.35, -0.91, 0.00], [-0.96, 1.14, 0.07], [-2.08, 0.46, 0.21], [0.01, 0.32, -0.09], [-1.70, -0.79, 0.20], [-2.34, -1.52, 0.52], [2.93, -1.39, -0.41], [-0.83, 2.12, -0.04]],
  "nbo_charge": [0.57, -0.70, -0.55, -0.41, -0.28, 0.54, 0.13, 0.20, 0.07, 0.42]
}

=====

15.
{
  "formula": "C2H3N3OS",
  "method": "ωB97M-V/def2-TZVPD",
  "homo_lumo_gap_ha": 0.362,
  "lumo_energy_ev": 0.1,
  "de_lowest_ev": 2.3599,
  "smiles": "SCc1nnon1",
  "homo_energy_ev": -9.81,
  "e_tot_ha": -715.6095,
  "elements": ["S", "O", "N", "N", "N", "C", "C", "H", "H", "H"],
  "coordinates": [[2.29, -0.38, -0.54], [-2.42, 0.14, -0.63], [-0.90, -1.13, 0.17], [-1.35, 0.94, -0.40], [-2.11, -1.09, -0.21], [0.94, 0.61, 0.28], [-0.42, 0.13, 0.04], [0.98, 1.64, -0.08], [1.23, 0.62, 1.35], [1.75, -1.48, 0.00]],
  "nbo_charge": [-0.02, -0.12, -0.24, -0.10, 0.15, -0.55, 0.24, 0.26, 0.25, 0.13]
}

=====

16.
{
  "formula": "C2H3N3OS",
  "method": "ωB97M-V/def2-TZVPD",
  "homo_lumo_gap_ha": 0.356,
  "lumo_energy_ev": 0.3,
  "de_lowest_ev": 3.2184,
  "smiles": "[H]/N=c1\\cnon1S",
  "homo_energy_ev": -9.36,
  "e_tot_ha": -715.5780,
  "elements": ["S", "O", "N", "N", "N", "C", "C", "H", "H", "H"],
  "coordinates": [[-1.82, 0.66, 0.28], [0.69, 1.29, -0.16], [1.91, 0.69, -0.17], [-0.27, -2.08, 0.04], [-0.30, 0.25, -0.29], [1.77, -0.58, -0.16], [0.34, -0.97, -0.13], [0.40, -2.83, 0.10], [2.62, -1.24, -0.17], [-1.61, 0.40, 1.57]],
  "nbo_charge": [0.28, -0.18, -0.03, -0.67, -0.32, -0.08, 0.33, 0.35, 0.23, 0.09]
}

=====

17.
{
  "formula": "C2H3N3OS",
  "method": "ωB97M-V/def2-TZVPD",
  "homo_lumo_gap_ha": 0.315,
  "lumo_energy_ev": 0.1,
  "de_lowest_ev": 0.9845,
  "smiles": "Oc1[nH]nnc1S",
  "homo_energy_ev": -8.43,
  "e_tot_ha": -715.6601,
  "elements": ["S", "O", "N", "N", "N", "C", "C", "H", "H", "H"],
  "coordinates": [[1.76, 1.08, -0.25], [0.59, -2.02, 0.01], [-2.00, 0.36, 0.21], [-1.55, -0.90, 0.22], [-0.98, 1.14, 0.06], [-0.19, -0.91, 0.07], [0.15, 0.39, -0.03], [-2.24, -1.65, 0.35], [0.05, -2.83, 0.18], [1.34, 2.32, -0.30]],
  "nbo_charge": [0.03, -0.64, -0.06, -0.38, -0.24, 0.38, -0.14, 0.42, 0.49, 0.15]
}

=====

18.
{
  "formula": "C2H3N3S",
  "method": "ωB97M-V/def2-TZVPD",
  "homo_lumo_gap_ha": [0.250, 0.250],
  "lumo_energy_ev": [-14.5, -14.5],
  "de_lowest_ev": 1.5057,
  "charge": 2,
  "homo_energy_ev": [-21.30, -21.30],
  "e_tot_ha": -639.5319,
  "elements": ["S", "N", "N", "N", "C", "C", "H", "H", "H"],
  "coordinates": [[1.44, -1.54, 0.48], [1.56, 1.30, -1.21], [-0.64, 1.14, -0.14], [0.05, -0.92, 0.56], [-0.85, 0.03, 0.57], [0.56, 1.35, -0.65], [1.07, -2.81, -0.32], [-1.47, 1.80, -0.42], [-1.72, -0.34, 1.14]],
  "nbo_charge": [1.18, -0.08, -0.49, -0.49, 0.40, 0.33, 0.27, 0.54, 0.34]
}

=====

19.
{
  "formula": "C2H3N3S2",
  "method": "ωB97M-V/def2-TZVPD",
  "homo_lumo_gap_ha": 0.277,
  "lumo_energy_ev": -0.6,
  "de_lowest_ev": 2.2469,
  "homo_energy_ev": -8.15,
  "e_tot_ha": -1038.5550,
  "elements": ["S", "S", "N", "N", "N", "C", "C", "H", "H", "H"],
  "coordinates": [[3.66, 0.97, 0.12], [0.26, 1.59, -0.18], [3.77, -0.61, 0.02], [-1.34, 0.97, 0.00], [1.51, -0.94, -0.24], [1.16, 0.22, -0.21], [2.79, -1.41, -0.14], [-1.97, 1.37, -0.70], [-1.70, 1.17, 0.93], [2.93, -2.48, -0.19]],
  "nbo_charge": [0.19, 0.56, -0.55, -0.98, -0.44, 0.10, 0.16, 0.38, 0.38, 0.19]
}

=====

20.
{
  "formula": "C2H3N4",
  "method": "ωB97M-V/def2-TZVPD",
  "homo_lumo_gap_ha": 0.263,
  "lumo_energy_ev": 4.1,
  "de_lowest_ev": 1.3719,
  "charge": -1,
  "homo_energy_ev": -3.07,
  "e_tot_ha": -297.0017,
  "elements": ["N", "N", "N", "N", "C", "C", "H", "H", "H"],
  "coordinates": [[-0.06, -1.66, -0.27], [-0.72, -2.20, -1.02], [-1.54, -2.71, -1.68], [-0.87, 1.62, 2.11], [-0.23, 1.46, 1.18], [0.63, 1.02, 0.14], [0.60, 1.51, -0.81], [0.58, -0.09, -0.11], [1.62, 1.06, 0.44]],
  "nbo_charge": [-0.56, 0.19, -0.54, -0.40, 0.32, -0.82, 0.23, 0.35, 0.23]
}